[1]
C27H45BrN2O2P2Re | ωB97M-V/def2-TZVPD

Results
2S+1 ... 4
Molar mass ... 757.73 g/mol
Net charge ... +4
E_tot ... -126510.4120 eV
Maximum force ... 5.259 eV/A

Structure (XYZ):
```
80
Properties=species:S:1:pos:R:3:forces:R:3
N -6.370 5.135 -4.706 -0.2 0.2 -0.3
C -6.175 5.621 -3.479 0.5 -0.3 1.2
C -5.447 4.918 -2.510 -0.4 0.7 -0.1
C -4.863 3.678 -2.852 0.7 -0.7 0.7
C -5.098 3.189 -4.156 -0.4 0.2 -1.3
C -5.858 3.955 -5.048 0.5 -0.8 0.4
C -3.952 2.997 -1.947 -2.0 1.7 -0.6
Re -0.378 0.270 1.319 2.9 2.6 3.6
P 5.767 -0.818 0.477 -3.0 0.3 -0.4
C -3.133 1.988 -2.345 1.0 -0.9 -0.7
C -1.908 1.710 -1.638 -1.2 0.0 1.0
C -0.758 1.267 -2.336 1.7 0.3 -0.2
C 0.436 1.038 -1.655 -0.4 0.3 -1.6
C 0.319 1.187 -0.284 -2.7 -0.7 1.5
C -0.595 2.102 0.383 -0.5 0.1 -0.4
C -1.875 2.037 -0.280 0.4 0.3 -0.1
Br 2.109 0.336 1.362 -0.6 0.0 0.6
H -3.862 3.456 -0.961 0.1 -0.1 -0.3
H -3.277 1.491 -3.307 0.1 0.3 0.2
H -5.306 5.338 -1.516 0.0 0.0 -0.2
H -4.690 2.245 -4.501 -0.1 0.1 0.0
H -6.604 6.597 -3.231 0.1 -0.4 -0.2
H -6.054 3.595 -6.061 0.0 0.2 0.3
H -0.829 1.181 -3.422 0.2 -0.3 0.3
H -2.797 2.281 0.240 0.3 0.4 0.0
H 1.362 0.689 -2.095 -0.2 -0.1 -0.3
H -0.262 2.949 0.993 -0.1 -0.3 0.1
P -0.560 -1.666 0.255 -0.8 -3.8 -3.5
C 5.295 0.945 0.673 0.8 0.2 0.6
C 6.410 1.917 0.279 0.1 0.4 -0.1
H 5.019 1.081 1.728 0.1 0.0 -0.2
H 4.406 1.107 0.049 0.2 -0.3 0.1
H 6.163 2.918 0.652 0.1 -0.2 -0.1
H 7.375 1.621 0.706 -0.2 0.2 -0.1
H 6.516 1.981 -0.809 0.0 0.0 0.2
C 4.979 -1.282 -1.116 1.0 0.1 -0.4
C 5.798 -2.361 -1.838 0.0 -0.3 -0.3
H 4.944 -0.358 -1.714 0.0 -0.3 0.1
H 3.952 -1.618 -0.904 0.3 0.2 0.2
H 5.479 -2.428 -2.884 0.1 -0.1 0.2
H 6.869 -2.123 -1.822 -0.3 -0.1 -0.1
H 5.661 -3.345 -1.374 0.1 0.2 -0.1
C 4.782 -1.774 1.703 0.9 -0.5 0.2
C 5.563 -1.998 3.001 0.0 -0.1 0.3
H 4.522 -2.735 1.227 0.1 0.3 0.1
H 3.852 -1.202 1.885 0.6 -0.3 -0.2
H 4.999 -2.670 3.659 0.2 0.2 -0.1
H 6.543 -2.451 2.802 -0.3 0.1 0.1
H 5.722 -1.052 3.535 0.0 -0.2 -0.1
C -0.424 -3.079 1.453 0.3 0.6 0.8
C -1.468 -4.194 1.396 -0.3 -0.2 0.0
H -0.434 -2.623 2.455 0.1 -0.2 0.0
H 0.586 -3.491 1.322 -0.2 0.2 0.0
H -2.436 -3.881 1.795 0.2 0.0 -0.1
H -1.624 -4.585 0.388 0.1 0.1 0.1
H -1.132 -5.034 2.014 0.0 0.2 -0.1
C 0.803 -2.043 -0.965 0.3 0.4 0.3
C 0.417 -2.077 -2.434 -0.1 -0.1 -0.4
H 1.237 -2.998 -0.645 -0.2 0.1 -0.1
H 1.579 -1.286 -0.792 -0.1 -0.2 0.0
H -0.369 -2.806 -2.639 0.2 0.1 0.0
H 0.085 -1.101 -2.799 0.0 -0.4 0.1
H 1.292 -2.358 -3.032 -0.1 0.0 0.1
C -2.100 -1.996 -0.696 0.3 0.2 -0.3
C -3.412 -1.859 0.070 -0.4 0.0 0.1
H -1.991 -2.998 -1.128 0.0 0.2 0.1
H -2.082 -1.288 -1.536 0.1 -0.2 0.1
H -4.148 -1.328 -0.547 0.1 -0.2 0.2
H -3.842 -2.839 0.309 0.1 0.3 0.0
H -3.302 -1.297 1.005 -0.1 -0.1 -0.1
N -3.036 -0.185 5.407 -0.3 -0.2 0.4
C -1.757 0.573 5.289 0.1 0.0 -0.4
C -1.328 0.438 3.847 0.6 0.5 -0.2
O -0.290 1.037 3.422 -0.9 -0.4 -0.1
O -2.040 -0.284 3.097 0.7 0.2 -1.0
H -3.732 0.139 4.718 0.3 -0.2 0.2
H -3.443 -0.082 6.341 0.0 0.0 0.1
H -2.877 -1.189 5.242 -0.2 0.3 0.0
H -1.918 1.615 5.555 0.0 0.1 0.0
H -1.005 0.152 5.954 0.0 0.0 0.1
```
Positions in Å, forces in eV/Å.

***

[2]
C27H45F4N7PSSbSi3Tl | ωB97M-V/def2-TZVPD

Results
ΔE to the lowest compared entry with this formula, charge and spin ... 0.000 eV
2S+1 ... 1
Molar mass ... 1017.14 g/mol
Net charge ... +1
Maximum force ... 0.490 eV/A

Structure (XYZ):
```
90
Properties=species:S:1:pos:R:3:forces:R:3
Tl -0.543 0.100 0.794 0.0 0.3 0.4
C -3.029 -0.705 -4.590 0.0 0.0 0.1
N -2.194 -0.112 -3.549 0.0 0.0 -0.1
C -1.283 0.892 -3.741 0.0 -0.1 0.0
C -0.698 1.114 -2.529 0.0 -0.1 0.1
N -1.245 0.268 -1.605 0.1 0.2 0.0
C -2.138 -0.468 -2.239 0.0 0.0 -0.1
P -3.116 -1.830 -1.533 0.0 -0.1 -0.1
C -1.758 -2.778 -0.786 0.0 -0.1 0.0
N -0.920 -2.349 0.140 0.1 -0.1 0.0
C -0.050 -3.374 0.387 -0.1 0.1 0.0
C -0.379 -4.442 -0.393 0.0 0.0 0.0
N -1.463 -4.058 -1.134 0.0 -0.1 -0.1
C -2.145 -4.882 -2.128 0.0 0.1 0.1
C -3.719 -0.995 -0.048 -0.1 0.1 0.0
N -3.014 -0.274 0.810 0.0 0.0 0.1
C -3.893 0.187 1.751 0.1 0.0 -0.1
C -5.145 -0.261 1.450 0.0 0.0 -0.1
N -5.028 -1.009 0.311 -0.1 0.0 0.0
C -6.127 -1.688 -0.372 0.1 0.1 0.0
H -2.951 -0.092 -5.483 0.0 0.0 0.0
H -2.696 -1.714 -4.824 0.0 0.0 0.0
H -4.068 -0.735 -4.272 0.0 0.0 0.0
H -1.134 1.349 -4.704 0.0 0.0 0.0
H 0.084 1.811 -2.272 0.0 0.0 0.0
H 0.750 -3.280 1.102 0.0 0.0 0.0
H 0.049 -5.426 -0.479 0.0 0.0 0.0
H -1.696 -5.870 -2.118 0.0 0.0 0.0
H -3.202 -4.970 -1.892 0.0 0.0 0.0
H -2.033 -4.456 -3.123 0.0 0.0 0.0
H -3.568 0.792 2.579 0.0 0.0 0.0
H -6.092 -0.117 1.941 0.0 0.0 0.0
H -7.034 -1.529 0.203 0.0 0.0 0.0
H -6.268 -1.284 -1.372 0.0 0.0 0.0
H -5.935 -2.756 -0.438 0.0 0.0 0.0
F -0.697 3.805 4.944 -0.1 0.0 0.0
C -1.861 4.083 4.337 0.0 0.0 -0.1
F -2.813 3.323 4.906 0.1 0.1 0.0
F -2.159 5.365 4.623 0.0 -0.1 0.0
C -1.792 3.866 2.844 0.0 0.0 0.1
C -2.066 4.918 1.997 0.0 0.0 0.0
C -2.019 4.737 0.617 0.0 0.0 0.1
C -1.689 3.486 0.155 0.0 -0.1 0.1
N -1.413 2.460 0.967 0.0 0.0 -0.3
C -1.459 2.603 2.304 0.0 -0.1 0.0
S -1.109 1.195 3.246 0.0 -0.1 -0.1
H -2.313 5.885 2.413 0.0 0.0 0.0
H -2.241 5.543 -0.068 0.0 0.0 0.0
H -1.640 3.275 -0.908 0.0 0.0 0.0
F 1.460 -1.527 -2.140 -0.3 0.1 0.0
C 2.215 -2.258 3.231 -0.1 -0.2 0.1
Si 2.886 -0.526 3.059 0.0 -0.1 -0.3
C 4.745 -0.582 2.917 0.2 0.0 0.0
C 2.390 0.529 4.495 -0.1 0.2 0.2
Sb 2.226 0.191 0.678 0.0 -0.1 -0.1
Si 2.597 2.718 0.888 0.0 -0.2 -0.1
C 4.452 2.831 1.065 0.2 0.0 0.0
C 2.062 3.395 -0.767 -0.1 0.1 -0.2
C 1.772 3.663 2.255 -0.1 0.0 0.2
Si 2.589 -2.188 -3.096 0.0 0.1 0.2
C 2.093 -3.958 -3.290 0.0 -0.3 -0.1
C 2.516 -1.254 -4.687 0.0 0.0 -0.3
C 4.197 -2.004 -2.213 0.2 0.0 0.0
H 2.659 -2.767 4.091 0.0 0.0 0.0
H 2.438 -2.848 2.339 0.0 0.0 0.1
H 1.130 -2.242 3.378 0.0 0.0 0.0
H 5.172 -1.067 3.801 0.0 0.0 0.0
H 5.167 0.424 2.854 0.0 0.0 0.0
H 5.071 -1.139 2.036 0.0 0.0 0.0
H 2.588 -0.016 5.423 0.0 0.0 0.0
H 1.334 0.796 4.471 0.0 0.0 0.0
H 2.971 1.454 4.518 0.0 0.0 0.0
H 4.982 2.114 0.433 0.0 0.0 0.0
H 4.749 2.652 2.101 0.0 0.0 0.0
H 4.789 3.835 0.790 0.0 0.0 0.0
H 2.537 2.852 -1.587 0.0 0.0 0.0
H 2.315 4.455 -0.865 0.0 0.0 0.0
H 0.977 3.301 -0.875 0.0 0.1 0.0
H 1.603 3.056 3.147 0.0 0.0 0.0
H 0.807 4.055 1.928 0.0 0.0 0.0
H 2.404 4.512 2.533 0.0 0.0 0.0
H 1.091 -4.035 -3.720 0.0 0.0 0.0
H 2.094 -4.466 -2.323 0.0 0.0 0.0
H 2.780 -4.493 -3.950 0.0 0.0 0.0
H 1.477 -1.077 -4.976 0.0 0.0 0.0
H 2.997 -1.809 -5.496 0.0 0.0 0.0
H 3.019 -0.288 -4.604 0.0 0.0 0.0
H 4.126 -2.430 -1.210 0.0 0.0 0.0
H 4.463 -0.949 -2.113 0.0 0.0 0.0
H 5.010 -2.510 -2.741 0.0 0.0 0.0
```
Positions in Å, forces in eV/Å.

***

[3]
C27H45FeN9O8S2SeSi3 | ωB97M-V/def2-TZVPD

Results
ΔE to the lowest compared entry with this formula, charge and spin ... 3.738 eV
2S+1 ... 2
Molar mass ... 906.91 g/mol
Net charge ... -1
Maximum force ... 2.789 eV/A

Structure (XYZ):
```
96
Properties=species:S:1:pos:R:3:forces:R:3
Fe 0.082 1.556 -0.633 0.3 0.6 0.0
N 0.528 1.940 2.088 0.2 0.0 0.5
N 0.770 3.254 2.511 -0.4 0.4 -0.2
C 0.731 4.201 1.510 0.1 0.5 0.5
N 0.660 5.514 1.841 0.2 -0.4 -0.3
N 0.755 3.728 0.294 -0.2 -1.4 -0.1
N 0.855 4.484 -0.793 0.2 0.3 -0.9
O 1.136 5.696 -0.725 -0.2 -0.4 -0.4
O 0.716 3.864 -1.856 0.2 1.0 1.0
H -0.440 1.641 2.193 0.1 0.0 -0.2
H 1.157 1.285 2.536 0.0 0.1 -0.1
H 0.361 3.538 3.400 0.1 0.1 -0.3
H 0.881 5.810 2.775 0.0 -0.1 0.0
H 0.875 6.124 1.050 -0.1 -0.1 0.3
N 4.745 -0.090 6.476 0.0 0.1 0.0
C 4.403 -0.435 5.178 0.2 -0.3 -0.3
C 3.060 -0.429 4.777 0.1 0.0 0.1
C 2.703 -0.818 3.505 0.2 -0.1 -0.2
C 3.697 -1.218 2.616 0.0 0.0 -0.1
C 5.030 -1.255 2.999 -0.3 0.0 -0.3
C 5.384 -0.873 4.273 -0.3 0.2 0.4
S 3.254 -1.591 0.954 -1.1 1.0 -0.9
O 2.196 -2.687 1.160 0.4 1.0 0.5
O 4.395 -2.089 0.241 0.4 -0.2 0.2
N 2.439 -0.444 0.294 -0.1 -2.4 1.3
C 3.040 0.631 -0.193 1.5 1.0 -0.1
S 4.701 1.079 0.251 -0.3 0.5 -0.6
C 4.561 2.440 -0.826 0.1 -0.2 0.2
C 3.336 2.458 -1.393 0.3 0.2 0.0
N 2.487 1.465 -1.016 -1.2 -0.6 0.3
H 4.079 0.495 6.954 0.1 0.0 0.0
H 5.705 0.181 6.621 -0.1 0.0 0.0
H 2.299 -0.130 5.485 -0.1 0.0 0.0
H 1.675 -0.841 3.174 -0.2 0.1 0.1
H 5.757 -1.581 2.273 0.2 0.0 0.0
H 6.418 -0.919 4.581 0.1 0.0 0.1
H 5.385 3.109 -0.967 0.1 0.2 -0.1
H 2.982 3.164 -2.122 0.0 0.2 -0.1
C 1.988 -3.811 -1.596 0.0 -0.1 0.7
Si 2.023 -4.110 0.282 -0.2 -1.6 -0.5
C 0.451 -4.781 1.116 0.6 0.1 -0.6
C 3.570 -5.144 0.702 -0.5 0.5 -0.1
Se -0.775 -0.723 0.878 -0.2 0.4 -0.6
H 2.731 -4.420 -2.107 0.2 -0.1 0.1
H 2.208 -2.769 -1.824 0.0 0.1 0.0
H 1.021 -4.044 -2.033 -0.2 0.0 0.0
H 0.566 -5.821 1.403 0.1 -0.2 0.0
H -0.406 -4.709 0.456 -0.2 0.1 -0.2
H 0.219 -4.197 2.002 0.1 0.1 0.1
H 3.570 -6.114 0.218 -0.1 -0.2 -0.1
H 3.678 -5.304 1.772 -0.1 0.0 0.2
H 4.446 -4.601 0.360 0.1 0.1 -0.1
O -3.543 3.879 -1.553 -0.5 0.4 -0.3
C -2.603 3.114 -1.745 0.4 -0.5 0.4
O -1.752 2.761 -0.872 0.5 -0.3 0.3
C -2.462 2.449 -3.114 -0.4 0.1 0.0
C -3.551 2.421 -3.987 0.3 0.0 0.1
C -3.466 1.743 -5.195 -0.1 0.1 0.0
C -2.307 1.084 -5.547 0.6 -0.2 0.0
C -1.208 1.123 -4.682 -1.9 1.0 0.5
C -1.287 1.819 -3.476 0.6 -0.2 -0.3
N -0.020 0.441 -5.012 2.4 -1.3 -0.4
O 0.891 0.396 -4.174 -1.1 0.2 -1.1
O 0.059 -0.103 -6.124 -0.1 0.5 1.0
H -4.456 2.938 -3.705 0.0 0.1 0.1
H -4.316 1.722 -5.864 0.0 0.0 0.0
H -2.227 0.538 -6.474 0.0 0.0 0.0
H -0.393 1.892 -2.854 -0.3 -0.1 0.0
C -4.033 -1.153 -2.775 0.5 -0.2 0.3
Si -2.645 -1.579 -1.535 0.2 0.2 0.7
C -3.032 -3.307 -0.805 0.1 0.6 -0.3
C -0.951 -1.652 -2.388 -0.5 0.2 0.1
C -2.438 -0.261 -0.177 -0.7 -0.5 0.2
Si -3.843 0.284 0.986 0.6 -0.2 -0.2
C -3.182 1.661 2.129 -0.2 -0.4 -0.3
C -5.287 0.991 -0.032 0.4 -0.2 0.4
C -4.420 -1.185 2.069 0.1 0.5 -0.4
H -3.974 -1.808 -3.638 0.0 -0.2 -0.2
H -3.948 -0.133 -3.132 0.1 0.2 0.0
H -5.024 -1.272 -2.346 -0.1 0.0 0.2
H -2.706 -4.097 -1.475 0.1 -0.2 -0.2
H -4.094 -3.446 -0.628 -0.3 0.0 0.0
H -2.515 -3.433 0.140 0.2 0.0 0.2
H -0.983 -2.004 -3.414 -0.1 -0.1 -0.3
H -0.300 -2.306 -1.820 0.1 -0.1 0.1
H -0.475 -0.667 -2.378 0.0 0.0 0.0
H -2.138 0.650 -0.707 -0.3 -0.1 0.0
H -2.642 2.383 1.522 0.1 0.1 -0.2
H -2.512 1.253 2.882 0.1 -0.2 0.1
H -3.981 2.184 2.645 -0.3 0.1 0.1
H -4.976 1.910 -0.517 0.1 0.3 -0.1
H -6.140 1.222 0.597 -0.2 0.1 0.2
H -5.620 0.305 -0.802 0.0 -0.2 -0.2
H -3.555 -1.706 2.466 0.3 -0.1 0.0
H -5.002 -1.897 1.494 -0.2 -0.2 -0.2
H -5.030 -0.858 2.906 -0.1 0.1 0.2
```
Positions in Å, forces in eV/Å.

***

Which of these has the lowest 2S+1?
C27H45F4N7PSSbSi3Tl